Entry 1:
This record from OMol25 describes a molecular structure, C11H23InNO3. The level of theory is ωB97M-V with the def2-TZVPD basis set.

Geometry as XYZ:
```
39
C11H23InNO3 (ωB97M-V with the def2-TZVPD basis set)
In -1.15 -3.49 0.49
O 1.47 -4.41 -0.46
C 2.49 -3.94 -1.14
C 3.45 -4.91 -2.04
O 2.92 -5.87 -2.76
H 3.14 -3.36 -0.46
H 2.24 -3.05 -1.74
H 4.03 -5.58 -1.35
H 4.27 -4.44 -2.60
C -0.56 0.88 3.14
C -0.98 1.47 1.77
C 0.15 2.50 1.49
C 0.11 2.99 0.06
C 0.40 1.88 -0.96
C -0.55 0.70 -0.75
N -0.88 0.50 0.65
O -1.68 -0.65 0.86
C -1.90 0.96 -1.54
C 0.16 -0.50 -1.38
C -2.31 2.17 1.85
H 0.45 0.46 3.16
H -1.28 0.08 3.35
H -0.52 1.64 3.92
H 0.07 3.35 2.16
H 1.12 1.99 1.52
H 0.73 3.86 -0.15
H -0.88 3.39 -0.20
H 1.44 1.54 -0.91
H 0.44 2.28 -1.97
H -2.03 0.58 -2.56
H -2.81 0.78 -0.96
H -2.02 2.04 -1.69
H 0.91 -0.81 -0.65
H -0.53 -1.31 -1.65
H 0.63 -0.25 -2.33
H -3.06 1.51 2.29
H -2.73 2.36 0.85
H -2.25 3.16 2.29
H -2.51 -0.49 0.39
```

The LUMO energy comes out at -7.12 eV. As for the HOMO-LUMO gap: 4.3 eV. Its net charge is +1.

From a natural (NBO) analysis of the wavefunction, the atomic charges in e read: 0.972, -0.561, -0.069, -0.095, -0.223, 0.181, 0.247, 0.334, 0.199, -0.610, 0.132, -0.400, -0.406, -0.409, 0.132, -0.199, -0.637, -0.662, -0.620, -0.649, 0.214, 0.208, 0.229, 0.227, 0.208, 0.227, 0.197, 0.205, 0.233, 0.225, 0.189, 0.227, 0.210, 0.184, 0.233, 0.217, 0.211, 0.234, 0.464

***

Entry 2:
This record from OMol25 describes a molecular structure, C11H23InNO3. The level of theory is ωB97M-V with the def2-TZVPD basis set.

Geometry as XYZ:
```
39
C11H23InNO3 (ωB97M-V with the def2-TZVPD basis set)
In -4.54 2.57 4.69
O -3.15 -1.23 8.96
C -3.08 -2.59 8.50
C -4.18 -3.22 7.52
O -4.37 -2.77 6.19
H -2.90 -3.25 9.35
H -2.09 -2.52 8.04
H -5.18 -3.15 7.96
H -4.01 -4.27 7.29
C -1.55 0.53 -2.04
C -0.08 0.07 -2.17
C 0.24 -0.25 -3.66
C 1.73 -0.34 -3.98
C 2.26 1.04 -3.68
C 2.12 1.44 -2.15
N 0.68 1.28 -1.72
O 0.40 1.71 -0.43
C 3.11 0.65 -1.25
C 2.28 3.00 -2.12
C 0.30 -1.18 -1.28
H -1.58 1.45 -2.62
H -1.98 0.65 -1.04
H -2.13 -0.25 -2.53
H -0.10 -1.25 -3.94
H -0.08 0.57 -4.30
H 1.79 -0.55 -5.05
H 2.24 -1.11 -3.40
H 1.73 1.79 -4.25
H 3.32 1.22 -3.83
H 3.10 -0.43 -1.39
H 4.15 0.96 -1.31
H 2.76 0.88 -0.24
H 3.27 3.29 -2.46
H 1.64 3.69 -2.66
H 2.15 3.41 -1.12
H 0.71 -2.09 -1.73
H -0.62 -1.60 -0.88
H 1.09 -0.80 -0.63
H 0.52 2.64 -0.65
```

The LUMO energy comes out at -6.64 eV. As for the HOMO-LUMO gap: 2.8 eV. Its net charge is +1.

From a natural (NBO) analysis of the wavefunction, the atomic charges in e read: 0.998, -0.345, -0.121, -0.129, -0.366, 0.219, 0.256, 0.240, 0.248, -0.608, 0.141, -0.402, -0.403, -0.405, 0.148, -0.236, -0.583, -0.659, -0.639, -0.667, 0.218, 0.209, 0.202, 0.221, 0.206, 0.217, 0.203, 0.205, 0.213, 0.216, 0.220, 0.221, 0.220, 0.226, 0.191, 0.213, 0.212, 0.226, 0.473

***

Entry 3:
This record from OMol25 describes a molecular structure, C11H23MnP2. The level of theory is ωB97M-V with the def2-TZVPD basis set.

Geometry as XYZ:
```
37
C11H23MnP2 (ωB97M-V with the def2-TZVPD basis set)
C -0.42 -1.07 -1.96
C -1.24 -1.94 -2.74
C -0.87 -3.29 -2.42
C 0.21 -3.24 -1.48
C 0.51 -1.88 -1.19
Mn -0.56 0.90 1.22
P -1.03 3.21 0.69
H -0.46 0.03 -1.92
H -2.05 -1.64 -3.40
H -1.28 -4.20 -2.87
H 1.31 -1.57 -0.54
H 0.74 -4.12 -1.12
H -2.00 3.92 1.48
H -1.58 3.46 -0.63
H 0.05 4.15 0.67
C -0.98 -2.79 2.52
C -0.83 -1.56 3.41
P 0.44 -0.37 2.84
C 0.70 1.12 3.85
C 0.67 0.78 5.34
C 1.97 -1.21 2.44
C 2.60 -1.83 3.69
H -1.25 -2.54 1.49
H -1.76 -3.45 2.91
H -0.05 -3.38 2.47
H -1.79 -1.01 3.43
H -0.58 -1.83 4.44
H 1.67 1.57 3.57
H -0.07 1.87 3.58
H 1.45 0.06 5.61
H 0.83 1.68 5.94
H -0.29 0.36 5.64
H 1.75 -1.96 1.66
H 2.65 -0.48 1.97
H 1.88 -2.44 4.26
H 3.44 -2.49 3.43
H 2.98 -1.06 4.37
```

As for the multiplicity: 6. The LUMO energy (alpha / beta) comes out at 2.79 / 2.67 eV. As for the HOMO-LUMO gap (alpha / beta): 3.7 / 5.0 eV. Its net charge is -1.

From a natural (NBO) analysis of the wavefunction, the atomic charges in e read: -0.379, -0.352, -0.365, -0.366, -0.390, 0.211, -0.157, 0.173, 0.180, 0.177, 0.171, 0.173, 0.017, 0.011, -0.065, -0.615, -0.742, 0.696, -0.736, -0.623, -0.743, -0.616, 0.261, 0.209, 0.201, 0.252, 0.198, 0.241, 0.243, 0.199, 0.202, 0.208, 0.271, 0.247, 0.202, 0.208, 0.197

***

Entry 4:
This record from OMol25 describes 2 unconnected molecules or ions with the total composition C11H23N2. The level of theory is ωB97M-V with the def2-TZVPD basis set.

Geometry as XYZ:
```
36
C11H23N2 (ωB97M-V with the def2-TZVPD basis set)
C -2.16 -2.10 -0.07
C 2.53 1.76 0.60
C 2.83 0.95 -0.60
C 2.21 0.30 0.58
C 2.21 1.23 -2.00
C 1.86 -0.67 1.42
C -1.67 1.45 -0.96
C -1.26 -0.39 2.50
C -0.20 -2.14 -1.54
C -1.94 1.17 0.48
C -0.81 0.22 1.15
N -0.30 -0.59 0.15
N -0.86 -1.54 -0.39
H -2.31 -1.90 0.99
H -2.98 -1.72 -0.65
H 3.47 2.21 1.05
H 1.67 2.44 0.47
H 3.74 0.64 -1.00
H 2.66 2.20 -2.38
H 1.15 1.31 -1.99
H 2.68 0.60 -2.73
H -2.11 -3.14 -0.23
H 1.80 -0.56 2.47
H 1.66 -1.65 1.00
H -0.68 1.63 -1.08
H -1.83 0.51 -1.51
H -2.28 2.18 -1.56
H -2.22 -0.73 2.39
H -0.72 -1.15 2.89
H -1.20 0.50 3.23
H 0.87 -1.91 -1.50
H -0.59 -1.68 -2.38
H -0.30 -3.26 -1.74
H -1.90 2.10 1.15
H -3.05 0.79 0.57
H 0.00 0.95 1.24
```

The LUMO energy comes out at -4.71 eV. As for the HOMO-LUMO gap: 7.7 eV. Its net charge is +1.

From a natural (NBO) analysis of the wavefunction, the atomic charges in e read: -0.472, -0.465, -0.256, 0.050, -0.606, -0.415, -0.617, -0.604, -0.454, -0.380, -0.131, 0.058, 0.024, 0.240, 0.256, 0.247, 0.216, 0.245, 0.227, 0.194, 0.220, 0.242, 0.217, 0.185, 0.204, 0.177, 0.255, 0.205, 0.228, 0.254, 0.257, 0.239, 0.255, 0.242, 0.213, 0.250

***

| no. | total energy (eV) |
| --- | --- |
| 1 | -24571.7219 |
| 2 | -24569.0923 |
| 3 | -61672.9285 |
| 4 | -14747.6316 |